Entry 1:
{
  "formula": "C24H53BrNNbO18PS4",
  "method": "the ωB97M-V functional and the def2-TZVPD basis",
  "e_homo_ev": -3.96,
  "charge": -1,
  "e_tot_ha": -6920.097210,
  "elements": ["C", "C", "P", "C", "C", "Nb", "C", "C", "C", "C", "N", "C", "C", "C", "O", "C", "O", "C", "C", "C", "C", "Br", "H", "H", "H", "H", "H", "H", "H", "H", "H", "H", "H", "H", "H", "H", "H", "H", "H", "H", "H", "H", "H", "H", "H", "H", "H", "H", "H", "H", "H", "H", "H", "H", "H", "H", "H", "H", "H", "C", "C", "O", "S", "O", "O", "O", "H", "H", "H", "H", "C", "C", "O", "S", "O", "O", "O", "H", "H", "H", "H", "C", "C", "O", "S", "O", "O", "O", "H", "H", "H", "H", "C", "C", "O", "S", "O", "O", "O", "H", "H", "H", "H"],
  "coordinates": [[2.7491, 1.4783, -1.5784], [2.6909, 1.0302, -0.1134], [1.6888, -0.5060, 0.2195], [2.2521, -1.7448, -1.0665], [3.7828, -1.8381, -1.1936], [-0.8211, -0.1532, -0.1343], [-0.8875, 1.6991, 1.1840], [-0.2163, 2.9808, 0.6030], [-1.2037, 4.0441, 0.1129], [-2.0846, 3.6021, -1.0487], [-1.7753, 4.3529, -2.3145], [-0.4700, 3.9005, -2.8439], [-2.7940, 3.8979, -3.2277], [-2.6729, 2.5396, -3.9193], [-3.7537, 4.5474, -3.4223], [-0.8420, -2.1386, -1.2804], [-2.1713, -2.6400, -1.5995], [-2.2913, -4.0085, -1.3825], [-3.0929, 0.0104, -0.4085], [-3.8451, -0.5741, 0.7788], [-4.2145, -2.0303, 0.6216], [-5.4827, 0.5368, 1.1474], [3.6095, 2.1408, -1.6927], [1.8833, 2.0720, -1.8594], [2.8407, 0.6513, -2.2707], [3.7207, 0.7924, 0.1692], [2.3990, 1.8426, 0.5420], [1.8809, -2.7364, -0.8569], [1.8820, -1.3954, -2.0247], [4.0193, -2.7129, -1.8046], [4.3020, -1.9793, -0.2478], [4.1849, -0.9872, -1.7353], [-1.1384, -1.1488, 1.3908], [-0.5513, 0.8641, -1.6501], [-1.9396, 1.9480, 1.3458], [-0.4529, 1.4639, 2.1586], [0.4943, 2.7968, -0.2035], [0.3458, 3.4543, 1.4124], [-0.6059, 4.8841, -0.2503], [-1.7988, 4.4539, 0.9247], [-3.1320, 3.8069, -0.8424], [-1.9867, 2.5400, -1.2685], [-0.4384, 3.9564, -3.9262], [-0.2371, 2.8704, -2.5595], [0.3364, 4.5192, -2.4555], [-1.9976, 2.6601, -4.7619], [-2.2315, 1.8109, -3.2371], [-3.6389, 2.1958, -4.2479], [-0.2966, -2.0946, -2.2301], [-0.3796, -2.8896, -0.6309], [-2.0159, -4.3103, -0.3654], [-3.3427, -4.2664, -1.5226], [-1.7196, -4.6157, -2.1003], [-3.4499, -0.3736, -1.3663], [-3.3261, 1.0743, -0.4051], [-3.2238, -0.4678, 1.6571], [-3.3526, -2.6584, 0.8239], [-4.5647, -2.2662, -0.3705], [-4.9822, -2.2547, 1.3562], [3.7814, -1.8884, 5.2769], [4.0249, -1.1977, 3.9520], [2.8663, -1.4901, 3.1718], [1.5799, -1.5937, 4.1358], [0.9013, -0.3536, 4.1289], [0.9296, -2.8241, 3.8884], [2.3881, -1.7089, 5.5317], [3.9844, -2.9601, 5.2084], [4.3691, -1.4585, 6.0851], [4.9183, -1.5620, 3.4499], [4.0910, -0.1130, 4.0735], [7.7298, -4.3398, -1.2606], [7.4282, -5.7931, -0.9593], [7.0983, -5.8091, 0.4337], [6.3719, -4.4282, 0.8257], [4.9745, -4.6335, 0.8100], [7.0460, -3.8723, 1.9410], [6.7771, -3.6036, -0.4904], [8.7321, -4.0630, -0.9248], [7.6225, -4.1022, -2.3160], [8.2749, -6.4458, -1.1547], [6.5595, -6.1444, -1.5209], [0.7165, 7.0457, 3.3204], [1.9411, 7.7238, 3.8997], [3.0291, 6.8648, 3.5439], [2.7186, 6.1712, 2.1242], [3.3748, 6.9066, 1.1068], [2.8783, 4.7755, 2.2733], [1.1539, 6.5183, 2.0658], [0.3864, 6.2139, 3.9466], [-0.1099, 7.7356, 3.1695], [1.8860, 7.8362, 4.9794], [2.1110, 8.7004, 3.4394], [-8.9906, -3.2017, -1.7044], [-8.2201, -3.1998, -3.0078], [-6.8944, -3.5842, -2.6396], [-6.9514, -4.6036, -1.4001], [-6.8607, -5.9297, -1.8938], [-6.1016, -4.1113, -0.3867], [-8.4807, -4.3279, -0.9819], [-8.7902, -2.2999, -1.1218], [-10.0624, -3.3063, -1.8553], [-8.2108, -2.2246, -3.4874], [-8.6127, -3.9456, -3.7041]],
  "forces_ev_per_angstrom": [[-0.01, 0.68, 0.44], [0.65, -0.72, -0.65], [-0.75, -0.06, -0.51], [1.36, 0.95, 0.11], [-0.26, -0.51, -0.36], [-0.06, 0.48, 0.94], [0.36, -0.07, -0.39], [-0.35, 0.15, 0.65], [0.67, 0.01, -0.46], [-0.22, 0.62, -0.29], [0.17, -1.16, -0.53], [0.34, -0.01, 0.55], [1.26, -1.29, 0.05], [0.82, 0.26, 0.65], [-2.34, 1.79, -0.29], [-0.69, -0.38, 0.30], [0.35, 0.26, 0.21], [-0.49, -0.32, -0.28], [0.05, 0.05, -0.27], [1.12, -0.30, -0.93], [-0.35, 0.31, 0.53], [-0.20, -0.11, 0.10], [0.16, -0.03, -0.20], [-0.28, -0.17, -0.03], [0.01, -0.14, -0.12], [0.06, -0.06, 0.18], [-0.33, 0.02, 0.14], [-0.46, -0.05, 0.20], [-0.25, -0.28, -0.22], [0.12, -0.09, -0.04], [-0.05, 0.18, 0.16], [0.18, 0.25, 0.20], [-0.39, -0.05, 0.03], [-0.28, 0.22, -0.45], [-0.16, -0.21, 0.22], [-0.05, 0.00, 0.08], [0.03, -0.18, -0.06], [0.27, 0.03, -0.05], [-0.03, 0.17, 0.01], [-0.19, -0.21, 0.23], [-0.14, -0.01, 0.11], [0.12, -0.17, 0.32], [-0.04, 0.24, -0.16], [-0.09, -0.13, -0.04], [-0.02, 0.18, 0.07], [0.01, -0.20, -0.21], [0.08, -0.14, -0.11], [-0.30, 0.09, -0.12], [0.29, 0.04, 0.06], [0.32, -0.06, -0.12], [0.13, 0.07, 0.05], [-0.09, -0.03, 0.04], [0.22, 0.09, 0.03], [-0.17, -0.18, 0.07], [0.37, 0.26, -0.17], [-0.37, 0.34, 0.48], [0.25, 0.06, 0.03], [-0.18, 0.10, -0.22], [-0.13, -0.34, -0.01], [0.19, -0.39, -0.07], [0.10, 0.44, 0.08], [-0.10, -0.45, 0.52], [0.50, 0.16, -0.41], [-0.24, 0.07, 0.20], [-0.17, -0.10, -0.05], [0.03, 0.26, -0.12], [0.05, 0.02, -0.02], [-0.19, 0.07, 0.08], [-0.15, -0.10, -0.16], [0.05, -0.02, 0.04], [0.44, 0.00, 0.03], [-0.34, -0.09, -0.34], [0.30, 0.35, 0.07], [0.16, -0.13, -0.50], [-0.22, 0.14, 0.20], [-0.05, -0.02, 0.26], [-0.16, -0.30, 0.06], [0.00, -0.03, -0.03], [-0.19, 0.13, 0.06], [0.02, -0.03, 0.25], [0.04, 0.02, -0.04], [-0.16, -0.25, 0.40], [-0.05, 0.41, -0.20], [-0.25, -0.25, 0.00], [-0.41, 0.18, 0.27], [0.10, -0.06, -0.22], [0.28, -0.17, -0.07], [0.35, 0.27, -0.04], [0.00, 0.03, 0.01], [0.03, -0.04, -0.23], [0.17, -0.17, 0.01], [-0.05, 0.00, 0.02], [0.04, 0.48, 0.15], [-0.27, -0.26, -0.26], [-0.06, 0.06, 0.34], [-0.28, 0.39, -0.25], [0.02, -0.21, 0.12], [0.16, -0.31, 0.10], [0.08, -0.19, -0.36], [0.01, 0.01, -0.04], [0.02, -0.21, 0.10], [0.25, 0.02, 0.07], [-0.05, 0.04, 0.01]],
  "lowdin_charge": [-0.17, -0.49, 0.78, -0.50, -0.18, 1.41, -0.36, -0.31, -0.20, -0.19, -0.10, -0.09, -0.53, 0.00, 0.11, -0.39, -0.33, -0.18, -0.42, -0.81, -0.18, 0.52, 0.06, 0.03, 0.04, 0.05, 0.04, 0.05, 0.04, 0.06, 0.05, 0.05, -0.07, -0.09, 0.03, 0.02, 0.05, 0.08, 0.10, 0.10, 0.12, 0.04, 0.08, 0.04, 0.08, 0.07, 0.05, 0.08, 0.04, 0.02, 0.08, 0.07, 0.08, 0.04, -0.02, 0.03, 0.07, 0.05, 0.05, -0.18, -0.17, -0.24, 0.57, -0.23, -0.22, -0.20, 0.13, 0.13, 0.13, 0.13, -0.17, -0.17, -0.19, 0.59, -0.20, -0.22, -0.19, 0.13, 0.14, 0.13, 0.13, -0.16, -0.17, -0.19, 0.60, -0.22, -0.21, -0.19, 0.14, 0.14, 0.13, 0.13, -0.17, -0.17, -0.18, 0.60, -0.22, -0.21, -0.19, 0.14, 0.13, 0.14, 0.13]
}



Entry 2:
{
  "formula": "C4H9O2",
  "method": "the ωB97M-V functional and the def2-TZVPD basis",
  "e_homo_ev": -16.73,
  "relative_energy_ev": 0.8349,
  "charge": 1,
  "e_tot_ha": -307.961098,
  "elements": ["C", "C", "C", "C", "O", "O", "H", "H", "H", "H", "H", "H", "H", "H", "H"],
  "coordinates": [[-0.2124, 0.7734, 0.1271], [-0.7247, 2.0813, 0.6616], [1.7034, -0.8084, 0.3751], [-0.9346, -1.3539, -0.9050], [0.9964, 0.4588, 0.1104], [-1.1999, -0.1320, -0.2633], [-1.5696, 1.8460, 1.3591], [0.1207, 2.5676, 1.0231], [-1.0157, 2.5675, -0.2700], [2.4649, -0.5900, 1.0904], [2.0577, -1.1313, -0.6217], [0.8759, -1.4263, 0.7111], [0.0541, -1.1785, -1.5780], [-0.8387, -2.1753, -0.2523], [-1.7775, -1.4988, -1.5676]],
  "forces_ev_per_angstrom": [[-3.26, -3.62, -0.21], [-0.76, -2.24, -1.63], [-1.58, -0.52, -1.72], [2.59, 0.93, -3.47], [0.77, 1.74, 0.24], [2.01, 3.82, 2.20], [0.78, 0.57, -0.70], [1.07, 1.09, 1.17], [-0.67, 0.51, 0.26], [0.34, 0.13, 0.34], [0.17, 0.00, 0.89], [0.80, -0.60, 0.40], [-2.39, -0.88, 1.43], [0.17, -0.78, 0.92], [-0.03, -0.14, -0.13]],
  "lowdin_charge": [-0.26, 0.10, 0.09, -0.03, 0.06, 0.00, 0.15, 0.08, 0.12, 0.11, 0.12, 0.09, 0.16, 0.09, 0.11]
}



Entry 3:
{
  "formula": "C4H4F2N2",
  "method": "the ωB97M-V functional and the def2-TZVPD basis",
  "e_homo_ev": -8.22,
  "relative_energy_ev": 1.3093,
  "smiles": "Cc1nc(F)c(F)[nH]1",
  "e_tot_ha": -464.011868,
  "elements": ["C", "C", "N", "C", "F", "C", "F", "N", "H", "H", "H", "H"],
  "coordinates": [[-0.8691, 1.5555, 0.6848], [0.1056, 0.5600, 0.1222], [1.4248, 0.5028, -0.0913], [1.5696, -0.7074, -0.5700], [2.6804, -1.2568, -0.9409], [0.4368, -1.5058, -0.5394], [0.2158, -2.6704, -1.1913], [-0.5406, -0.6803, -0.1323], [-0.3963, 2.6566, 0.7371], [-1.8844, 1.3920, 0.0955], [-1.2473, 1.1892, 1.6429], [-1.4953, -1.0353, 0.1825]],
  "forces_ev_per_angstrom": [[-0.46, 1.39, -0.75], [-1.70, -1.19, 0.71], [-2.37, 1.39, 0.22], [-1.30, -3.40, 0.05], [2.32, 0.00, -0.67], [1.39, 0.26, -1.17], [0.01, 0.65, 0.84], [-1.10, 0.53, 0.62], [-1.58, -2.58, -0.17], [2.21, 1.25, 0.54], [0.70, 0.49, 0.49], [1.90, 1.20, -0.72]],
  "lowdin_charge": [-0.05, -0.35, 0.20, -0.39, 0.13, -0.26, 0.09, 0.13, 0.13, 0.11, 0.06, 0.20]
}



no.,gap between HOMO and LUMO (eV)
1,5.7
2,12.1
3,8.8